Molecular formula: C21H32O7
Method: DFT, wB97M-V/def2-TZVPD

Each line ends with the Mulliken charge.
Geometry (Å):
C: -4.527 -1.434 -2.717  -1.66
C: -4.818 -0.573 -1.865  0.82
C: -4.153 0.811 -1.977  -1.10
C: -4.399 -1.010 -0.357  -0.91
C: -4.932 0.100 0.859  -0.72
O: -4.210 1.172 0.908  -0.42
C: -2.810 0.810 1.364  0.84
C: -2.086 2.275 1.492  -1.38
C: -0.823 2.215 1.794  -0.85
C: -0.272 1.055 2.554  0.86
C: 1.188 1.134 2.790  -0.97
O: 2.011 1.471 1.956  -0.17
C: 2.144 0.464 0.905  0.10
C: 3.125 -0.715 1.154  -0.38
O: 2.663 -2.229 1.221  -0.43
C: 2.847 -2.632 -0.048  1.75
C: 3.227 -3.978 0.288  -1.95
C: 1.615 -2.811 -0.990  -2.10
O: 3.934 -1.896 -0.341  -0.31
C: 4.226 -0.781 0.006  -0.06
O: 4.132 0.612 -0.481  -0.47
C: 2.736 1.026 -0.731  -0.08
C: 2.826 2.402 -0.680  0.50
O: 3.695 2.972 -0.010  -0.56
C: 3.003 2.553 -2.150  -0.65
O: 3.120 4.290 -2.334  -0.65
C: -0.884 -0.261 2.494  -1.54
C: -2.260 -0.208 2.057  -1.24
H: -3.365 -1.690 -2.845  0.18
H: -4.977 -2.258 -2.638  0.62
H: -4.820 -1.081 -3.800  0.32
H: -5.772 -0.197 -1.399  0.18
H: -4.397 1.529 -1.113  0.29
H: -4.422 1.300 -3.123  0.30
H: -3.077 0.746 -2.143  0.26
H: -4.976 -1.942 -0.170  0.37
H: -3.324 -0.994 -0.302  0.49
H: -4.821 -0.596 1.974  0.14
H: -5.915 0.203 0.612  0.78
H: -2.472 3.001 1.182  0.97
H: -0.190 3.073 1.992  0.43
H: 1.526 0.251 3.348  0.45
H: 1.588 2.046 3.453  0.34
H: 1.072 0.007 0.869  0.09
H: 3.349 -0.579 2.318  0.28
H: 4.277 -4.164 1.024  0.21
H: 3.498 -4.490 -0.508  0.70
H: 2.444 -4.721 0.680  0.32
H: 1.855 -3.046 -2.037  0.33
H: 1.014 -3.314 -0.591  0.81
H: 1.401 -1.764 -1.146  0.34
H: 5.255 -0.794 0.503  0.37
H: 2.155 0.334 -1.321  0.39
H: 1.759 2.664 -0.368  0.10
H: 4.523 2.447 0.143  0.38
H: 3.959 2.210 -2.401  0.41
H: 2.181 2.506 -2.829  0.35
H: 3.480 4.423 -1.415  0.34
H: -0.487 -0.952 2.939  1.04
H: -2.642 -0.990 1.947  1.18

Values from the calculation:
- LUMO energy (eV) = 0.274
- multiplicity = 1
- SMILES = CC(C)CCOc1ccc(CO[C@@H]2[C@H]3OC(C)(C)O[C@H]3O[C@@H]2[C@@H](O)CO)cc1
- gap between HOMO and LUMO (hartree) = 0.329


Molecular formula: C17H23NO4
Method: DFT, wB97M-V/def2-TZVPD

Each line ends with the Mulliken charge.
Geometry (Å):
C: -6.742 -0.032 -0.648  -1.39
C: -5.283 -0.391 -0.392  -0.14
C: -4.562 0.706 0.389  -1.03
C: -3.062 0.456 0.542  0.19
C: -2.740 -0.726 1.453  -1.04
C: -1.234 -0.924 1.641  -0.67
C: -0.557 -1.511 0.417  0.63
O: -0.922 -1.339 -0.725  -0.65
N: 0.513 -2.302 0.716  -0.20
C: 1.393 -2.772 -0.321  -0.66
C: 2.641 -1.918 -0.485  0.71
O: 3.439 -2.041 -1.374  -0.62
O: 2.724 -1.007 0.489  -0.31
C: 3.766 -0.041 0.419  -0.71
C: 3.191 1.368 0.572  0.22
O: 3.768 2.192 1.241  -0.59
C: 1.905 1.626 -0.104  0.66
C: 1.028 2.537 0.489  -0.69
C: -0.198 2.802 -0.088  -0.54
C: -0.557 2.173 -1.270  -0.26
C: 0.317 1.286 -1.878  -0.67
C: 1.542 1.010 -1.301  -0.25
H: -7.242 -0.826 -1.198  0.39
H: -7.268 0.118 0.292  0.33
H: -6.814 0.886 -1.229  0.35
H: -5.241 -1.329 0.163  0.27
H: -4.772 -0.545 -1.345  0.28
H: -5.019 0.807 1.377  0.35
H: -4.703 1.655 -0.136  0.34
H: -2.619 0.272 -0.436  0.10
H: -2.597 1.353 0.959  0.20
H: -3.198 -0.562 2.432  0.35
H: -3.160 -1.640 1.032  0.37
H: -0.758 0.041 1.841  0.26
H: -1.050 -1.576 2.498  0.42
H: 0.879 -2.294 1.655  0.28
H: 0.835 -2.733 -1.263  0.28
H: 1.696 -3.808 -0.138  0.41
H: 4.478 -0.226 1.229  0.37
H: 4.290 -0.134 -0.542  0.41
H: 1.327 3.017 1.410  0.44
H: -0.873 3.503 0.380  0.44
H: -1.515 2.380 -1.721  0.42
H: 0.039 0.802 -2.801  0.38
H: 2.224 0.342 -1.805  0.53

Values from the calculation:
- LUMO energy (eV) = 0.218
- multiplicity = 1
- SMILES = CCCCCCC(=O)NCC(=O)OCC(=O)c1ccccc1
- gap between HOMO and LUMO (hartree) = 0.360


Molecular formula: C3H6O2S
Method: DFT, wB97M-V/def2-TZVPD

Each line ends with the Mulliken charge.
Geometry (Å):
C: -0.279 0.716 1.683  -0.10
C: 0.583 0.054 0.670  -0.06
C: -0.451 -0.605 -1.708  -0.35
O: 0.254 1.435 0.638  -0.32
O: -1.735 -0.275 -1.885  -0.44
S: 2.330 -0.327 0.745  -0.22
H: -1.398 0.469 1.544  0.19
H: 0.120 0.954 2.709  0.26
H: -0.437 -1.673 -1.827  0.31
H: 0.384 0.034 -2.212  0.24
H: -1.716 0.707 -1.824  0.35
H: 2.344 -1.489 1.468  0.14

Values from the calculation:
- LUMO energy (alpha / beta) (eV) = 0.135 / 0.695
- multiplicity = 1
- gap between HOMO and LUMO (alpha / beta) (hartree) = 0.285 / 0.314


Molecular formula: C21H23ClN2O4
Method: DFT, wB97M-V/def2-TZVPD

Each line ends with the Mulliken charge.
Geometry (Å):
C: 1.117 -0.492 -1.157  -1.44
C: 0.619 -1.226 0.048  0.98
C: -0.627 -1.830 0.030  -0.53
C: -1.126 -2.470 1.158  -0.24
N: -2.402 -3.044 1.178  -0.07
C: -3.549 -2.644 0.555  -0.02
O: -4.531 -3.358 0.559  -0.65
C: -3.547 -1.292 -0.075  -0.04
C: -3.049 -0.176 0.592  0.29
C: -3.089 1.069 -0.005  -0.84
C: -3.635 1.199 -1.273  0.41
Cl: -3.667 2.750 -2.031  -0.22
C: -4.165 0.103 -1.938  -0.72
C: -4.126 -1.138 -1.330  -0.22
C: -0.323 -2.578 2.288  -0.65
C: 0.937 -2.003 2.326  0.80
C: 1.787 -2.125 3.555  -1.80
C: 1.393 -1.301 1.208  0.34
O: 2.649 -0.704 1.244  -0.62
C: 2.658 0.568 1.877  -1.00
C: 2.517 1.728 0.887  0.81
O: 1.541 2.456 0.915  -0.68
N: 3.524 1.903 0.009  0.10
C: 4.729 1.110 -0.097  -0.38
C: 4.978 0.743 -1.567  -0.64
O: 4.994 1.876 -2.399  -0.39
C: 3.771 2.573 -2.320  -0.46
C: 3.507 3.043 -0.890  -0.71
H: 0.603 -0.829 -2.053  0.52
H: 0.931 0.576 -1.035  0.27
H: 2.188 -0.644 -1.272  0.05
H: -1.217 -1.792 -0.873  0.58
H: -2.508 -3.883 1.735  0.26
H: -2.633 -0.277 1.583  0.44
H: -2.694 1.933 0.505  0.45
H: -4.603 0.223 -2.916  0.44
H: -4.540 -2.002 -1.827  0.45
H: -0.689 -3.110 3.154  0.44
H: 1.608 -3.078 4.047  0.51
H: 1.552 -1.330 4.263  0.29
H: 2.840 -2.051 3.295  0.31
H: 3.604 0.658 2.423  0.49
H: 1.830 0.656 2.587  0.48
H: 4.636 0.193 0.481  0.40
H: 5.579 1.700 0.272  0.23
H: 5.955 0.269 -1.675  0.36
H: 4.199 0.043 -1.906  0.27
H: 3.859 3.426 -2.994  0.34
H: 2.947 1.926 -2.657  0.27
H: 2.533 3.526 -0.805  0.40
H: 4.293 3.746 -0.589  0.31

Values from the calculation:
- LUMO energy (eV) = 0.589
- multiplicity = 1
- SMILES = Cc1cc(NC(=O)c2ccc(Cl)cc2)cc(C)c1OCC(=O)N1CCOCC1
- gap between HOMO and LUMO (hartree) = 0.334


| no. | E_tot (Eh) |
| --- | --- |
| 1 | -1345.189363 |
| 2 | -1017.342168 |
| 3 | -666.369509 |
| 4 | -1684.719848 |